{"formula": "C35H45ClF3KN2OPS2SbSe2", "method": "the ωB97M-V functional and the def2-TZVPD basis", "total_energy_ha": -9086.1125, "total_charge": -2, "molar_mass_g_mol": 1016.09, "species": ["K", "F", "C", "F", "F", "C", "C", "C", "C", "N", "C", "S", "H", "H", "H", "Se", "P", "Se", "C", "C", "C", "C", "C", "C", "C", "C", "C", "C", "C", "C", "H", "H", "H", "H", "H", "H", "H", "H", "H", "H", "C", "C", "Sb", "C", "C", "C", "C", "H", "H", "H", "H", "H", "H", "H", "H", "H", "H", "H", "H", "H", "H", "H", "O", "S", "C", "C", "C", "C", "H", "H", "H", "H", "H", "H", "H", "H", "N", "H", "H", "H", "Cl", "C", "C", "C", "C", "C", "C", "C", "H", "H", "H", "H", "H", "H"], "xyz": [[0.118, 1.063, -0.221], [1.117, 6.506, -2.303], [-0.178, 6.369, -2.634], [-0.236, 6.183, -3.974], [-0.734, 7.607, -2.424], [-0.917, 5.325, -1.862], [-1.994, 5.712, -1.090], [-2.717, 4.762, -0.382], [-2.330, 3.440, -0.521], [-1.293, 3.037, -1.242], [-0.532, 3.944, -1.910], [0.835, 3.387, -2.747], [-2.267, 6.758, -1.038], [-3.550, 5.038, 0.249], [-2.893, 2.652, -0.024], [-3.185, -1.459, -0.330], [-3.855, -1.307, 1.711], [-3.509, 0.501, 2.787], [-5.651, -1.698, 1.681], [-6.608, -0.788, 2.105], [-7.960, -1.079, 1.975], [-8.365, -2.289, 1.430], [-7.409, -3.214, 1.025], [-6.062, -2.919, 1.145], [-3.207, -2.732, 2.678], [-3.275, -2.704, 4.069], [-2.781, -3.763, 4.813], [-2.219, -4.864, 4.179], [-2.164, -4.903, 2.793], [-2.655, -3.841, 2.048], [-6.277, 0.151, 2.532], [-8.696, -0.351, 2.294], [-9.420, -2.506, 1.315], [-7.711, -4.164, 0.600], [-5.314, -3.627, 0.809], [-3.694, -1.830, 4.552], [-2.827, -3.725, 5.895], [-1.811, -5.678, 4.766], [-1.732, -5.757, 2.285], [-2.603, -3.855, 0.965], [4.743, -3.027, -1.482], [3.760, -2.475, -0.455], [2.974, -0.440, -0.724], [4.734, 0.688, -0.072], [6.060, -0.050, 0.067], [3.330, -0.311, -2.886], [4.746, -0.027, -3.376], [4.974, -4.079, -1.278], [5.685, -2.477, -1.470], [4.331, -2.971, -2.491], [4.191, -2.495, 0.548], [2.860, -3.094, -0.427], [4.434, 1.102, 0.894], [4.826, 1.532, -0.760], [5.962, -0.900, 0.747], [6.833, 0.608, 0.478], [6.421, -0.423, -0.894], [2.654, 0.483, -3.214], [2.948, -1.246, -3.308], [5.117, 0.912, -2.963], [4.777, 0.064, -4.468], [5.441, -0.818, -3.091], [0.155, -0.479, -2.012], [-1.115, -0.240, -2.752], [-1.452, -1.818, -3.655], [-1.424, -1.526, -5.147], [-0.334, -0.472, -5.328], [-0.669, 0.604, -4.310], [-2.395, -2.226, -3.293], [-0.630, -2.465, -3.344], [-2.385, -1.110, -5.463], [-1.243, -2.432, -5.731], [-0.300, -0.079, -6.347], [0.642, -0.905, -5.094], [-1.548, 1.182, -4.606], [0.135, 1.294, -4.063], [0.531, -1.977, 1.278], [1.042, -2.629, 1.862], [-0.112, -2.514, 0.704], [-0.044, -1.418, 1.903], [3.417, -0.320, 3.842], [3.529, 1.432, 3.747], [4.552, 2.042, 4.435], [4.724, 3.423, 4.376], [3.828, 4.160, 3.590], [2.805, 3.554, 2.908], [2.564, 2.134, 2.949], [1.538, 1.523, 2.260], [5.229, 1.435, 5.026], [5.533, 3.904, 4.913], [3.950, 5.237, 3.520], [2.125, 4.148, 2.305], [0.798, 2.123, 1.742], [1.317, 0.475, 2.411]], "atomic_forces_ev_per_a": [[-0.1147, 0.3256, 0.9738], [-0.1828, -0.0212, -0.0757], [0.0107, 0.2193, -0.1224], [0.0680, 0.0642, 0.2340], [0.1333, -0.1152, -0.1146], [-0.0548, -0.3105, 0.1117], [0.0362, -0.0477, 0.0371], [-0.0509, 0.0400, -0.0222], [-0.1979, -0.0123, 0.0652], [-0.1846, 0.3582, -0.1418], [-0.2438, 0.2810, 0.0658], [0.4567, -0.1217, -0.1403], [0.0010, -0.0349, 0.0070], [-0.0221, -0.0334, -0.0201], [0.0524, 0.0186, 0.0507], [0.0375, -0.0092, 0.1123], [-0.0195, 0.0532, -0.1090], [0.0596, 0.0229, -0.0362], [-0.0744, -0.1028, -0.0595], [0.0791, 0.0168, 0.0331], [-0.0459, -0.0411, -0.0253], [-0.0221, 0.0755, 0.0287], [0.0159, -0.0842, -0.0343], [-0.0024, 0.0877, 0.0745], [0.0145, -0.0498, -0.0007], [0.0003, 0.0117, -0.0710], [-0.0368, -0.0033, 0.0693], [0.0185, -0.0104, -0.0155], [-0.0129, -0.0349, 0.0401], [-0.0343, 0.0273, -0.0180], [0.0181, 0.0072, -0.0252], [-0.0126, -0.0161, 0.0014], [0.0068, -0.0258, 0.0169], [-0.0325, 0.0144, 0.0123], [-0.0191, -0.0091, -0.0435], [0.0425, 0.0018, 0.0311], [0.0213, -0.0029, -0.0051], [-0.0231, -0.0148, -0.0085], [0.0298, 0.0031, 0.0292], [0.0236, 0.0374, -0.0147], [-0.0490, -0.0013, 0.0830], [-0.1426, 0.2196, -0.0151], [0.8028, 0.0078, -0.1215], [-0.0843, -0.2084, -0.0116], [-0.0568, 0.0760, -0.0312], [0.0822, -0.0166, 0.1120], [-0.0924, -0.0199, -0.0137], [0.0153, 0.0012, -0.0315], [-0.0116, -0.0105, -0.0388], [0.0535, 0.0063, -0.0170], [-0.0384, -0.0121, 0.0176], [0.0088, -0.0049, 0.0514], [-0.0360, 0.0251, -0.0207], [-0.0366, 0.0182, 0.0173], [0.0495, -0.0196, -0.0204], [0.0113, -0.0290, 0.0135], [0.0151, -0.0119, 0.0262], [-0.0464, -0.0341, 0.0121], [-0.0428, 0.0238, -0.0064], [0.0551, -0.0208, -0.0007], [0.0343, 0.0119, 0.0078], [0.0184, 0.0392, -0.0020], [0.3748, -0.8278, -0.6107], [-0.4704, -0.0681, -1.0020], [-0.2447, 0.1566, 0.1963], [0.0957, 0.0150, -0.0307], [-0.0707, -0.0681, -0.0106], [-0.0371, -0.1789, 0.0078], [0.0401, -0.0342, 0.0284], [0.0144, 0.0237, 0.0447], [-0.0076, -0.0358, -0.0337], [-0.0090, -0.0009, 0.0314], [0.0265, 0.0298, 0.0202], [0.0121, 0.0190, -0.0341], [0.0132, 0.0250, 0.0033], [-0.0398, 0.1027, 0.0944], [-0.1172, -0.0721, 0.0233], [0.0115, 0.0440, 0.0105], [-0.0507, 0.0658, 0.0112], [-0.0183, -0.0226, 0.0222], [-0.0237, -0.1382, -0.0075], [0.0492, 0.1447, -0.0090], [-0.0247, 0.1533, -0.0475], [0.1606, 0.0104, 0.1178], [-0.0257, -0.0422, -0.0203], [-0.0126, 0.0077, 0.0406], [0.0514, -0.1050, -0.0651], [-0.1017, -0.0521, 0.0365], [-0.0093, -0.0558, -0.0272], [-0.0152, -0.0120, -0.0023], [-0.0408, 0.0034, -0.0390], [0.0266, 0.0293, 0.0076], [0.1790, 0.2780, 0.4280], [0.0163, 0.0003, -0.0852]]}